Entry 1:
33
Properties=species:S:1:pos:R:3:lowdin_charge:R:1 method="wB97M-V/def2-TZVPD" smiles="O=C(CSc1nnc2c(Cl)cc(Cl)cn12)N1CCOCC1" total_energy_ev=-58573.471 homo_energy_ev=-8.37 e_lumo_ev=-0.1 orbital_gap_ev=8.24
O -0.10 -0.24 -2.68 0.07
C -0.50 -0.77 -1.66 -0.52
N -1.81 -0.80 -1.34 -0.07
C -2.44 -1.48 -0.22 -0.14
H -1.70 -1.90 0.46 0.09
C -3.35 -2.58 -0.77 -0.18
H -3.91 -3.06 0.05 0.13
O -4.31 -2.06 -1.65 -0.13
C -3.70 -1.41 -2.74 -0.18
H -4.51 -1.02 -3.36 0.13
C -2.79 -0.27 -2.27 -0.10
H -2.26 0.18 -3.10 0.13
H -3.39 0.49 -1.75 0.14
H -3.11 -2.13 -3.32 0.13
H -2.74 -3.34 -1.28 0.13
H -3.04 -0.75 0.33 0.14
C 0.47 -1.40 -0.68 -0.33
H 1.48 -1.32 -1.08 0.07
H 0.23 -2.44 -0.47 0.08
S 0.49 -0.50 0.91 0.99
C 2.04 0.26 0.79 -0.61
N 3.00 -0.03 -0.05 0.03
N 4.04 0.77 0.18 0.07
C 3.73 1.56 1.18 -0.31
C 4.45 2.58 1.85 -0.61
C 3.86 3.24 2.89 -0.11
C 2.54 2.90 3.28 -0.65
C 1.83 1.92 2.65 -0.07
N 2.43 1.27 1.62 0.02
H 0.83 1.63 2.91 0.12
Cl 1.82 3.76 4.59 0.70
H 4.38 4.02 3.41 0.11
Cl 6.03 2.93 1.33 0.75

Entry 2:
48
Properties=species:S:1:pos:R:3:lowdin_charge:R:1 method="wB97M-V/def2-TZVPD" smiles="FC(F)C(F)(F)COC(F)(F)C(F)F.FC(F)C(F)(F)COC(F)(F)C(F)F.O=C(F)NC(=O)[PH3]I" total_energy_ev=-85903.548 homo_energy_ev=-9.32 e_lumo_ev=-0.4 orbital_gap_ev=8.88
O -1.10 -0.40 4.64 0.18
C -0.92 -0.62 3.53 -0.64
F -1.90 -0.43 2.67 0.13
N 0.28 -1.12 3.10 0.14
C 0.59 -0.84 1.68 -0.61
O 0.62 -1.69 0.91 0.11
P 0.98 0.96 1.06 0.43
I 1.58 3.26 0.19 0.24
H 1.02 -0.87 3.73 0.15
H 2.22 0.48 0.56 -0.02
H 0.87 1.45 2.39 -0.03
H -0.21 0.96 0.31 -0.01
C 6.31 2.49 -4.41 -0.05
C 5.49 2.08 -3.18 -0.44
C 4.02 1.74 -3.42 -0.30
F 3.33 2.79 -3.90 0.09
F 3.44 1.39 -2.24 0.04
F 5.60 3.04 -2.23 0.13
F 6.08 0.97 -2.66 0.10
O 6.48 3.88 -4.63 0.05
C 5.50 4.57 -5.32 -0.53
C 4.86 5.66 -4.46 -0.28
F 4.28 5.12 -3.36 0.10
F 3.89 6.30 -5.16 0.10
F 4.59 3.73 -5.83 0.14
F 6.11 5.17 -6.37 0.15
H 7.32 2.12 -4.23 0.15
H 5.97 1.98 -5.32 0.15
H 3.92 0.90 -4.11 0.17
H 5.60 6.39 -4.13 0.18
C -4.29 -2.45 2.74 -0.05
C -5.62 -1.85 3.25 -0.44
C -6.21 -2.49 4.50 -0.30
F -6.51 -3.79 4.31 0.09
F -7.36 -1.86 4.84 0.09
F -6.52 -1.86 2.24 0.13
F -5.37 -0.54 3.54 0.11
O -4.38 -3.38 1.67 0.05
C -4.60 -4.71 1.97 -0.53
C -5.92 -5.21 1.38 -0.28
F -6.97 -4.51 1.87 0.10
F -6.11 -6.51 1.71 0.10
F -4.53 -4.92 3.30 0.14
F -3.59 -5.41 1.41 0.15
H -3.74 -1.61 2.31 0.12
H -3.66 -2.81 3.55 0.15
H -5.52 -2.41 5.35 0.17
H -5.92 -5.12 0.29 0.18